# C20H20Cl2N2O2

An isolated molecule of C20H20Cl2N2O2 (ωB97M-V/def2-TZVPD, the OMol25 dataset).

## Properties
HOMO level: -8.93 eV
M: 391.30 g mol⁻¹
Total charge: 0
SMILES string: O=C(NCCc1ccc(Cl)cc1)[C@@H]1CCC(=O)N1Cc1ccccc1Cl
Energy: -53186.7519 eV
LUMO: 0.0181 hartree

The geometry in XYZ format:
```
46
Properties=species:S:1:pos:R:3:forces:R:3:nbo_charge:R:1
O -0.780889 -2.535407 0.488922 0.185 -0.427 -0.262 -0.63
C -1.226581 -1.523719 0.985924 -0.496 0.451 0.467 0.67
N -0.455632 -0.548485 1.500654 0.145 0.128 0.175 -0.62
C 0.988050 -0.599997 1.410630 0.054 -0.110 -0.346 -0.21
C 1.480823 -0.422685 -0.035307 -0.009 -0.044 0.245 -0.44
C 2.977928 -0.353568 -0.067092 -0.090 0.003 -0.091 -0.03
C 3.739796 -1.515618 -0.080996 0.006 0.116 0.002 -0.20
C 5.121431 -1.460718 -0.073043 0.114 0.042 0.019 -0.23
C 5.750687 -0.226620 -0.048907 -0.232 -0.003 -0.005 -0.04
Cl 7.478781 -0.146577 -0.041771 0.222 0.008 -0.001 0.00
C 5.011602 0.944733 -0.033618 0.126 -0.031 0.017 -0.25
C 3.630396 0.872414 -0.040156 0.030 -0.113 0.000 -0.16
C -2.741447 -1.246868 1.100660 0.159 -0.354 0.106 -0.12
C -3.545346 -2.514703 0.784331 0.132 -0.084 0.003 -0.40
C -3.791509 -2.406934 -0.718788 -0.056 -0.108 0.022 -0.50
C -3.772716 -0.916097 -0.984210 -0.168 -0.345 -0.094 0.70
O -4.203523 -0.328140 -1.950878 -0.137 0.174 -0.341 -0.63
N -3.173198 -0.316462 0.075235 0.077 0.183 0.347 -0.43
C -3.107442 1.119377 0.210261 -0.165 0.129 -0.147 -0.25
C -1.833845 1.732143 -0.320248 -0.006 0.124 0.174 -0.08
C -1.518736 1.573325 -1.666543 0.085 0.033 0.018 -0.13
C -0.386203 2.150335 -2.209963 -0.003 0.000 -0.020 -0.22
C 0.452610 2.913723 -1.414037 -0.019 0.026 0.043 -0.20
C 0.161659 3.084422 -0.072113 0.060 0.038 0.028 -0.24
C -0.969644 2.489356 0.462970 -0.026 0.059 -0.280 -0.03
Cl -1.278490 2.719749 2.166207 0.024 0.047 0.116 -0.01
H -0.875922 0.302526 1.839331 -0.051 -0.149 0.055 0.40
H 1.320997 -1.574056 1.780256 0.049 0.123 0.059 0.21
H 1.398300 0.183680 2.048822 -0.007 -0.041 0.024 0.21
H 1.124670 -1.271817 -0.619133 -0.037 0.054 -0.034 0.24
H 1.051717 0.490478 -0.448437 -0.025 -0.026 -0.011 0.22
H 3.244451 -2.474694 -0.103670 -0.067 -0.134 -0.016 0.22
H 5.708343 -2.365644 -0.087094 0.078 -0.066 -0.004 0.23
H 5.513587 1.899464 -0.017202 0.075 0.072 -0.001 0.22
H 3.049967 1.783331 -0.030473 -0.084 0.114 -0.006 0.20
H -2.958021 -0.841829 2.096482 0.003 -0.010 -0.100 0.21
H -2.981769 -3.407216 1.047282 -0.052 0.044 0.039 0.24
H -4.488496 -2.509418 1.331177 0.017 0.066 0.009 0.21
H -4.728757 -2.850915 -1.047276 0.014 0.077 -0.062 0.24
H -2.974945 -2.862895 -1.281188 -0.009 0.008 -0.024 0.25
H -3.940410 1.516572 -0.383237 0.091 -0.017 0.168 0.25
H -3.259835 1.385507 1.259431 -0.045 -0.051 -0.158 0.22
H -2.189857 0.997177 -2.284746 -0.102 -0.086 -0.070 0.24
H -0.161432 2.012314 -3.255995 0.013 -0.015 -0.109 0.22
H 1.332891 3.375941 -1.833978 0.088 0.046 -0.030 0.22
H 0.805966 3.674512 0.561527 0.040 0.045 0.075 0.23
```
Forces are in eV/Å.

=====

# C20H20ClN3O3

An isolated molecule of C20H20ClN3O3 (ωB97M-V/def2-TZVPD, the OMol25 dataset).

## Properties
Energy relative to the best compared isomer or geometry (same formula, charge and spin): 33.1 kcal per mole
HOMO level: -7.94 eV
M: 385.85 g mol⁻¹
Total charge: 0
SMILES string: O=C(CCn1c(=O)oc2ccccc21)N1CCN(c2ccccc2Cl)CC1
Energy: -44201.1777 eV
LUMO: 0.0247 hartree

The geometry in XYZ format:
```
47
Properties=species:S:1:pos:R:3:forces:R:3:nbo_charge:R:1
O -0.418324 -3.170143 -0.519560 -0.138 -0.379 -0.029 -0.63
C -0.471310 -1.981982 -0.259284 -0.469 0.102 0.196 0.68
C -1.757285 -1.354483 0.263203 0.058 -0.150 -0.141 -0.50
C -2.487250 -0.611717 -0.862828 0.304 0.010 0.147 -0.20
N -3.531601 0.230690 -0.337516 -0.172 0.347 0.086 -0.44
C -3.264162 1.448749 0.243047 0.762 -0.402 -0.332 0.87
O -2.178947 1.956650 0.350275 -0.030 0.230 0.126 -0.62
O -4.426599 1.990293 0.682103 -0.189 0.362 0.202 -0.43
C -5.430034 1.103058 0.400138 -0.348 -0.836 -0.337 0.23
C -6.777358 1.209616 0.663616 0.461 0.183 0.016 -0.23
C -7.576320 0.143806 0.270988 -0.089 -0.127 -0.048 -0.22
C -7.040298 -0.973719 -0.354307 -0.178 0.022 0.035 -0.20
C -5.683284 -1.079589 -0.619976 0.273 0.141 0.027 -0.27
C -4.884136 -0.020616 -0.234612 -0.616 0.254 0.208 0.18
N 0.577397 -1.156030 -0.459524 0.396 0.122 -0.178 -0.44
C 0.697912 0.244253 -0.115773 0.057 0.276 0.373 -0.24
C 1.752077 0.391915 0.996200 -0.208 0.179 -0.159 -0.22
N 3.028975 -0.179792 0.635934 -0.016 -0.025 0.344 -0.46
C 4.015019 0.611078 0.062186 0.225 0.151 -0.038 0.23
C 3.736895 1.840165 -0.547872 -0.054 -0.093 0.033 -0.29
C 4.735007 2.633395 -1.079240 0.071 0.049 -0.022 -0.18
C 6.055654 2.225831 -1.030658 0.019 0.001 0.008 -0.24
C 6.367600 1.030660 -0.406825 -0.021 0.056 -0.085 -0.21
C 5.369632 0.250159 0.145178 0.020 -0.002 -0.061 -0.10
Cl 5.867227 -1.165748 1.021888 0.091 -0.023 0.123 0.00
C 2.885295 -1.567200 0.242316 -0.162 -0.232 -0.463 -0.22
C 1.848115 -1.714353 -0.880054 0.252 -0.389 0.073 -0.25
H -2.385445 -2.164567 0.637049 0.114 0.048 -0.002 0.24
H -1.550428 -0.667627 1.083837 -0.042 0.050 -0.024 0.23
H -1.787877 0.033697 -1.402289 -0.108 -0.095 -0.016 0.23
H -2.927897 -1.320410 -1.565225 0.051 0.084 -0.005 0.22
H -7.183175 2.079641 1.151736 -0.059 0.116 0.066 0.23
H -8.637464 0.186812 0.459189 -0.098 0.004 0.019 0.22
H -7.694273 -1.782648 -0.640960 -0.064 -0.068 -0.022 0.22
H -5.272220 -1.951598 -1.102354 0.050 -0.112 -0.059 0.22
H -0.242438 0.683297 0.209195 -0.016 -0.059 -0.078 0.25
H 1.030193 0.778705 -1.013540 -0.072 0.032 0.062 0.19
H 1.876870 1.439307 1.268870 -0.009 -0.024 0.035 0.22
H 1.395580 -0.151188 1.880020 -0.062 0.083 -0.023 0.20
H 2.717113 2.184248 -0.613027 -0.115 -0.019 -0.010 0.21
H 4.473207 3.571981 -1.544317 -0.030 0.077 -0.039 0.21
H 6.837972 2.834210 -1.455789 0.080 0.059 -0.034 0.22
H 7.393563 0.707240 -0.323000 0.070 -0.056 0.029 0.23
H 3.836306 -1.966715 -0.101131 -0.108 -0.012 0.069 0.23
H 2.554406 -2.142431 1.113862 0.057 -0.052 -0.058 0.20
H 1.692142 -2.767164 -1.117882 0.055 0.145 -0.036 0.25
H 2.192534 -1.182393 -1.774317 0.003 -0.030 0.024 0.19
```
Forces are in eV/Å.